Record 1
The following is a DFT calculation (the ωB97M-V functional and the def2-TZVPD basis) of a 3-piece molecular cluster, C51H43N3O6 overall at a distorted geometry.

Calculated values
SMILES string: CCCCCc1cc(CN)c(CNC)c2c1C(=O)C=C(c1ccncc1)C2=O.O=C1c2ccccc2C(=O)c2ccccc21.O=C1c2ccccc2C(=O)c2ccccc21
Molecular weight in g mol⁻¹: 793.9
HOMO-LUMO gap in eV: 7.76
E_tot in Eh: -2584.94144

Positions of all 103 atoms, in Å:
C -6.1763 2.7795 -0.9904
C -5.8692 2.7382 -2.5232
C -4.5622 3.5052 -2.8897
C -3.3849 2.5946 -3.3171
C -3.0962 1.3973 -2.3479
C -1.6745 1.5297 -1.8238
C -0.6280 0.9746 -2.5333
C 0.6879 1.0755 -2.1705
C 1.7235 0.4489 -3.0906
N 2.4691 1.5121 -3.7973
C 1.0352 1.7712 -1.0071
C 2.5005 1.9094 -0.6277
N 3.2071 0.6174 -0.5981
C 3.0146 -0.0321 0.7250
C 0.0014 2.3298 -0.2829
C -1.3373 2.2133 -0.6738
C -2.3927 2.8544 0.2027
O -3.4751 2.3514 0.4265
C -1.9726 4.1650 0.8231
C -0.7034 4.2993 1.1723
C -0.1950 5.5685 1.7505
C -0.5022 6.0292 3.0270
C 0.0552 7.2042 3.4793
N 0.8692 8.0378 2.8278
C 1.1039 7.5754 1.5961
C 0.6514 6.4095 1.0257
C 0.2555 3.1388 0.9757
O 1.1115 2.8924 1.7995
H -5.8459 1.8289 -0.5590
H -5.5286 3.5269 -0.5262
H -7.2255 2.9725 -0.7663
H -6.7257 3.1949 -3.0241
H -5.7193 1.7002 -2.8369
H -4.8095 4.1120 -3.7735
H -4.2674 4.2311 -2.1225
H -2.4961 3.2353 -3.3670
H -3.5985 2.2598 -4.3369
H -3.8307 1.3068 -1.5536
H -3.0827 0.5017 -2.9783
H -0.8241 0.4221 -3.4521
H 2.3623 -0.2623 -2.5724
H 1.1399 -0.1193 -3.8342
H 1.9514 2.3824 -3.8087
H 2.5819 1.2246 -4.7616
H 2.6626 2.3996 0.3365
H 2.9667 2.5581 -1.3816
H 4.1988 0.8232 -0.6297
H 2.1812 0.4375 1.2575
H 2.8845 -1.1149 0.6339
H 3.8918 0.1134 1.3729
H -2.7201 4.9453 0.9414
H -1.1758 5.4663 3.6651
H -0.1928 7.5041 4.5002
H 1.7367 8.2138 0.9750
H 0.9512 6.1478 0.0154
O 5.7840 -0.7353 3.2580
C 6.2230 -1.2758 4.2527
C 6.0565 -0.6516 5.5930
C 5.3715 0.5525 5.7036
C 5.1766 1.1248 6.9493
C 5.6640 0.4963 8.0910
C 6.3616 -0.6953 7.9845
C 6.5657 -1.2707 6.7366
C 7.3325 -2.5424 6.6352
O 7.8211 -3.0528 7.6220
C 7.4809 -3.1771 5.2968
C 8.1625 -4.3828 5.1867
C 8.2802 -5.0003 3.9528
C 7.7168 -4.4159 2.8227
C 7.0483 -3.2075 2.9251
C 6.9318 -2.5809 4.1598
H 4.9879 1.0387 4.8166
H 4.6392 2.0605 7.0340
H 5.5000 0.9393 9.0648
H 6.7449 -1.1812 8.8716
H 8.5965 -4.8393 6.0660
H 8.8083 -5.9414 3.8695
H 7.8021 -4.9048 1.8608
H 6.6134 -2.7522 2.0455
O -7.1279 -3.3689 -3.2487
C -6.0825 -3.9444 -3.4701
C -4.8014 -3.4411 -2.9032
C -4.8112 -2.3110 -2.0943
C -3.6317 -1.8550 -1.5302
C -2.4361 -2.5256 -1.7698
C -2.4184 -3.6425 -2.5886
C -3.5981 -4.1011 -3.1628
C -3.5610 -5.2918 -4.0549
O -2.5083 -5.8333 -4.3238
C -4.8445 -5.8074 -4.6049
C -4.8344 -6.9392 -5.4108
C -6.0244 -7.4483 -5.9029
C -7.2308 -6.8288 -5.5916
C -7.2449 -5.6926 -4.8002
C -6.0533 -5.1745 -4.3079
H -5.7412 -1.7917 -1.9037
H -3.6410 -0.9775 -0.8970
H -1.5175 -2.1728 -1.3176
H -1.4885 -4.1612 -2.7794
H -3.8969 -7.4234 -5.6489
H -6.0149 -8.3323 -6.5275
H -8.1607 -7.2336 -5.9699
H -8.1828 -5.2096 -4.5612

Cartesian forces, eV/Å:
C 0.86 -0.48 -0.61
C 0.42 0.59 1.00
C -0.49 -0.10 -0.85
C -0.47 0.59 0.69
C 0.92 0.32 -1.17
C -0.91 -0.32 0.39
C -0.19 -0.45 -0.87
C 0.94 -0.36 0.05
C -1.11 0.19 -0.71
N 0.38 -0.33 0.11
C 0.60 -0.29 0.19
C 0.61 0.25 -0.04
N 0.05 -0.02 0.79
C 0.34 0.12 0.15
C 0.11 0.68 0.98
C -0.56 0.36 0.50
C 0.18 -0.01 0.12
O 0.45 0.38 -0.11
C -0.50 -0.79 -0.59
C 0.44 0.51 0.20
C 0.52 0.47 0.31
C -0.32 -0.77 -0.45
C -0.21 0.89 1.65
N -0.69 -1.47 -0.66
C 1.14 1.34 -0.74
C -0.35 -0.85 -0.13
C -0.08 -0.21 -0.02
O -0.47 0.31 -0.38
H -0.38 0.15 0.23
H -0.40 0.09 0.10
H 0.11 -0.09 0.01
H 0.21 -0.27 -0.30
H -0.48 0.13 -0.16
H 0.24 0.05 0.18
H -0.06 -0.31 0.12
H -0.05 -0.19 -0.17
H 0.12 -0.23 0.20
H 0.06 0.00 -0.12
H -0.30 -0.07 0.37
H -0.24 0.09 0.14
H 0.19 0.40 0.05
H 0.13 -0.04 0.21
H -0.12 -0.11 0.00
H 0.19 0.17 0.03
H -0.45 0.15 -0.23
H 0.00 -0.30 -0.02
H -0.09 0.05 -0.45
H -0.09 -0.35 -0.14
H -0.25 0.18 -0.06
H -0.13 0.01 -0.12
H 0.06 -0.16 0.18
H 0.15 0.07 0.02
H 0.05 0.00 -0.19
H -0.07 -0.10 0.16
H 0.01 0.11 0.09
O 0.01 -0.01 -0.01
C -0.13 0.16 -0.26
C 0.06 -0.07 0.10
C -0.08 0.14 0.05
C 0.03 -0.05 0.04
C 0.00 0.00 -0.08
C -0.05 0.11 0.14
C -0.06 0.04 -0.13
C 0.13 -0.14 0.30
O -0.02 0.01 -0.03
C -0.06 0.08 -0.10
C 0.07 -0.16 -0.06
C -0.04 0.05 -0.03
C 0.02 0.00 0.07
C 0.04 -0.11 -0.14
C 0.04 -0.06 0.12
H 0.04 -0.11 -0.06
H 0.00 -0.01 -0.01
H 0.01 0.00 -0.01
H 0.06 -0.08 -0.09
H -0.06 0.11 0.07
H -0.01 0.01 0.00
H 0.00 0.01 0.01
H -0.02 0.11 0.09
O 0.03 -0.02 -0.01
C -0.30 0.17 0.07
C 0.12 -0.07 -0.05
C 0.04 0.12 0.11
C 0.04 -0.06 0.03
C -0.05 0.01 -0.02
C 0.13 0.11 0.08
C -0.14 0.04 0.02
C 0.31 -0.16 -0.06
O -0.04 0.01 0.01
C -0.10 0.08 0.04
C -0.05 -0.15 -0.10
C -0.04 0.05 0.03
C 0.07 0.00 0.00
C -0.13 -0.10 -0.09
C 0.13 -0.07 -0.01
H -0.05 -0.10 -0.06
H 0.00 -0.03 0.02
H -0.01 0.01 -0.01
H -0.08 -0.07 -0.09
H 0.05 0.09 0.09
H 0.00 0.01 0.01
H 0.01 0.01 0.00
H 0.08 0.10 0.06

=====

Record 2
The following is a DFT calculation (the ωB97M-V functional and the def2-TZVPD basis) of C51H44FeN6O5S2 as an isolated structure.

Calculated values
Energy relative to the best compared isomer or geometry (same formula, charge and spin) in eV: 0.0000
Molecular weight in g mol⁻¹: 940.9
Total charge: -1
Expectation value of S²: 0.9899
HOMO-LUMO gap (spin up / spin down) in eV: 7.02 / 6.90
Spin multiplicity: 2
E_tot in Eh: -4734.78825

Positions of all 109 atoms, in Å:
Fe -0.0846 0.3280 -0.6241
N 0.1948 4.1443 -2.5221
C -0.1926 2.9357 -1.9995
S 0.8041 1.5500 -2.3374
N -1.3006 2.8898 -1.3326
N -1.6080 1.5992 -0.9309
C -2.8405 1.4170 -0.6423
C -3.4166 0.1628 -0.2212
C -4.8073 0.0765 -0.1136
C -5.4350 -1.0847 0.2878
C -4.6494 -2.1954 0.5994
C -3.2755 -2.1389 0.5088
C -2.6182 -0.9603 0.0981
O -1.3159 -0.9594 0.0608
H 1.1833 4.2342 -2.6808
H -0.2543 4.9418 -2.0997
H -3.5024 2.2743 -0.7396
H -5.3927 0.9596 -0.3483
H -6.5136 -1.1319 0.3641
H -5.1221 -3.1174 0.9197
H -2.6586 -2.9938 0.7573
N -1.7367 -0.3334 -5.7677
C -2.8145 0.3220 -6.3704
C -3.0848 0.1432 -7.7199
C -4.1473 0.8072 -8.3205
C -4.9633 1.6312 -7.5635
C -4.7058 1.7909 -6.2066
C -3.6250 1.1620 -5.6118
S -3.2310 1.4370 -3.9160
N -2.2967 0.1008 -3.5204
C -1.6632 -0.5545 -4.3971
C -0.7818 -1.6664 -3.9369
C -0.3964 -2.6993 -4.7925
C 0.3563 -3.7490 -4.2901
C 0.6843 -3.7445 -2.9516
C 0.2835 -2.6628 -2.1778
N -0.4024 -1.6313 -2.6533
H -1.2189 -0.9455 -6.3677
H -2.4513 -0.5139 -8.3064
H -4.3344 0.6693 -9.3776
H -5.7983 2.1475 -8.0185
H -5.3434 2.4269 -5.6036
H -0.6836 -2.7308 -5.8334
H 0.6630 -4.5575 -4.9417
H 1.2580 -4.5404 -2.4960
H 0.5618 -2.5818 -1.1345
C 1.9520 -0.6114 5.4576
C 1.3177 -1.3322 4.2859
C 0.9566 -2.7759 4.6322
O 0.1430 -0.6710 3.8420
C 0.2212 -0.4057 2.4291
C 1.4395 -1.2539 2.0191
O 2.2231 -1.2858 3.2087
C 2.2609 -0.9911 0.7287
O 1.3645 -0.8364 -0.3236
C 3.0582 -2.2716 0.3726
C 3.3720 -3.2789 1.2773
C 4.0872 -4.4015 0.8704
C 4.5036 -4.5302 -0.4439
C 4.1996 -3.5226 -1.3533
C 3.4874 -2.4075 -0.9471
C 3.3426 0.0974 0.8530
C 3.5055 1.0166 -0.1727
C 4.5227 1.9608 -0.1391
C 5.4147 1.9924 0.9216
C 5.2860 1.0519 1.9333
C 4.2711 0.1071 1.8949
C 0.0714 1.1127 2.1308
O 0.4003 1.4061 0.8135
C -1.4002 1.5294 2.3685
C -1.7521 2.8150 1.9564
C -3.0445 3.2841 2.1044
C -4.0203 2.4746 2.6782
C -3.6837 1.1980 3.0910
C -2.3819 0.7279 2.9386
C 0.9350 1.9885 3.0524
C 2.0857 2.5998 2.5742
C 2.8676 3.3901 3.4082
C 2.4981 3.6008 4.7275
C 1.3280 3.0223 5.2050
C 0.5564 2.2256 4.3745
H 1.2208 -0.4746 6.2551
H 2.3233 0.3602 5.1390
H 2.7828 -1.2067 5.8413
H 0.2215 -2.7880 5.4378
H 1.8443 -3.3240 4.9523
H 0.5213 -3.2711 3.7640
H -0.6383 -0.8718 1.9608
H 1.0186 -2.2571 1.8558
H 3.0677 -3.1885 2.3117
H 4.3202 -5.1763 1.5917
H 5.0622 -5.4034 -0.7595
H 4.5185 -3.6093 -2.3858
H 3.2375 -1.6265 -1.6537
H 2.8093 1.0147 -0.9911
H 4.6077 2.6764 -0.9495
H 6.2066 2.7318 0.9564
H 5.9812 1.0504 2.7652
H 4.2028 -0.6208 2.6877
H -0.9999 3.4251 1.4707
H -3.2964 4.2803 1.7592
H -5.0358 2.8360 2.7905
H -4.4377 0.5477 3.5190
H -2.1503 -0.2750 3.2689
H 2.3613 2.4557 1.5397
H 3.7713 3.8403 3.0144
H 3.1059 4.2215 5.3756
H 1.0155 3.1900 6.2295
H -0.3534 1.7796 4.7552

Cartesian forces, eV/Å:
Fe -0.28 -0.15 0.48
N 0.02 0.07 -0.06
C -0.28 -0.19 0.13
S 0.11 0.11 0.00
N 0.18 0.15 -0.21
N 0.12 -0.24 0.03
C 0.05 -0.08 0.00
C 0.00 -0.05 0.02
C 0.01 0.01 0.02
C -0.06 0.07 -0.02
C 0.06 -0.05 0.01
C -0.09 0.01 0.03
C 0.11 0.11 0.00
O 0.02 -0.01 -0.29
H 0.02 0.03 0.02
H -0.01 0.00 -0.01
H -0.01 0.01 -0.05
H -0.01 -0.01 -0.01
H 0.01 0.00 0.00
H 0.00 0.01 0.00
H 0.01 0.00 -0.01
N 0.16 0.16 0.02
C -0.12 -0.05 -0.13
C 0.01 -0.04 0.03
C -0.02 0.03 0.02
C 0.03 -0.02 -0.04
C -0.04 0.00 0.01
C -0.05 0.05 0.01
S -0.01 0.17 -0.01
N -0.07 -0.11 0.17
C 0.00 0.01 -0.06
C 0.26 -0.22 0.03
C -0.11 0.11 0.08
C 0.02 -0.03 0.03
C 0.02 -0.07 -0.01
C 0.04 0.06 0.17
N -0.14 -0.02 -0.24
H 0.13 -0.05 0.02
H 0.00 0.00 0.01
H 0.00 0.00 0.00
H 0.01 0.00 -0.01
H 0.01 -0.02 0.01
H -0.11 0.06 -0.03
H 0.00 -0.01 0.00
H 0.01 0.00 -0.02
H -0.04 -0.02 -0.04
C 0.02 -0.03 0.03
C -0.02 -0.10 0.04
C 0.01 0.03 -0.01
O 0.07 0.16 0.03
C -0.15 -0.06 0.10
C -0.02 0.05 -0.08
O 0.00 0.00 -0.02
C -0.22 -0.12 0.08
O 0.24 0.24 -0.12
C 0.00 0.00 0.04
C -0.01 0.00 0.01
C 0.01 -0.01 0.00
C 0.01 -0.02 0.00
C -0.01 -0.01 -0.01
C 0.01 0.00 -0.01
C 0.01 0.01 -0.06
C 0.00 0.02 0.04
C -0.01 0.01 -0.02
C 0.01 0.01 -0.01
C 0.00 -0.03 0.02
C 0.06 0.01 -0.01
C -0.05 0.00 0.05
O 0.12 0.00 -0.29
C -0.02 0.01 0.06
C 0.02 -0.01 0.00
C 0.02 0.03 0.02
C -0.02 0.01 0.00
C -0.01 -0.01 0.03
C 0.04 0.04 0.01
C -0.03 -0.04 0.07
C 0.01 -0.01 -0.05
C 0.01 0.03 0.00
C -0.01 0.01 0.00
C 0.00 0.00 0.00
C -0.01 -0.01 -0.02
H -0.01 0.00 -0.01
H -0.03 0.01 -0.01
H 0.01 0.02 0.01
H 0.00 0.01 -0.01
H 0.00 0.01 0.00
H 0.00 -0.02 0.01
H 0.03 -0.01 0.05
H 0.00 0.02 -0.04
H 0.01 -0.01 -0.02
H -0.01 0.00 0.00
H -0.01 0.00 0.00
H 0.00 0.01 0.00
H 0.00 0.00 0.01
H -0.09 -0.01 -0.08
H 0.00 -0.01 0.01
H -0.01 0.00 0.00
H -0.01 0.00 -0.01
H 0.01 0.01 -0.02
H 0.00 0.00 0.03
H 0.00 0.00 0.00
H 0.00 0.00 0.00
H 0.01 0.00 0.00
H 0.02 -0.01 0.03
H -0.02 0.00 0.04
H -0.01 0.00 0.01
H 0.00 0.00 0.00
H 0.00 0.00 0.00
H 0.00 0.00 -0.01

=====

Record 3
The following is a DFT calculation (the ωB97M-V functional and the def2-TZVPD basis) of C51H45Cl3MnOP3SSi as an isolated structure at a distorted geometry.

Calculated values
Energy relative to the best compared isomer or geometry (same formula, charge and spin) in eV: 0.0000
Molecular weight in g mol⁻¹: 988.3
Total charge: +3
Expectation value of S²: 4.0369
HOMO-LUMO gap (spin up / spin down) in eV: 5.56 / 5.86
Spin multiplicity: 4
E_tot in Eh: -6288.22389

Positions of all 106 atoms, in Å:
Mn -0.3756 0.1152 -0.0283
O 0.4531 -1.5041 0.4480
S 1.8993 -1.7868 -0.1604
C 1.8150 -3.1503 -1.2087
C 1.9882 -4.4881 -0.8726
C 2.3121 -5.4500 -1.8395
C 2.5223 -5.0306 -3.1336
C 2.9829 -5.7681 -4.3609
C 3.0284 -4.6974 -5.4852
C 2.5172 -3.4356 -4.8402
C 2.2866 -2.1756 -5.3151
C 1.6754 -1.2327 -4.4553
C 1.3863 -1.4845 -3.1226
P 0.0046 -0.5574 -2.3578
C -1.2784 -1.8333 -2.3695
C -2.1574 -1.9341 -1.2935
C -3.1419 -2.9063 -1.2516
C -3.2521 -3.8033 -2.3057
C -2.3759 -3.7296 -3.3785
C -1.3865 -2.7598 -3.4080
C -0.4202 0.7327 -3.5441
C -1.1512 0.4454 -4.6965
C -1.4613 1.4580 -5.5904
C -1.0450 2.7592 -5.3414
C -0.3166 3.0533 -4.1964
C -0.0079 2.0428 -3.2975
C 1.8202 -2.7314 -2.5748
C 2.2685 -3.6919 -3.4778
C 2.8398 -2.0933 1.2913
C 3.6505 -3.1956 1.4617
C 4.3049 -3.4661 2.6759
C 4.0746 -2.6273 3.7298
C 4.5474 -2.6781 5.1571
C 3.9015 -1.4433 5.8346
C 3.1784 -0.7283 4.7265
C 2.4652 0.4375 4.7153
C 1.9799 0.8989 3.4777
C 2.1294 0.2175 2.2800
P 1.7548 1.1217 0.7565
C 3.2726 1.0183 -0.2320
C 4.4809 0.9519 0.4625
C 5.6795 0.9681 -0.2338
C 5.6806 1.0452 -1.6183
C 4.4789 1.1131 -2.3113
C 3.2807 1.0999 -1.6182
C 1.6356 2.8878 1.1012
C 0.7577 3.6314 0.3254
C 0.7435 5.0164 0.4001
C 1.6230 5.6664 1.2504
C 2.5272 4.9318 2.0094
C 2.5455 3.5513 1.9322
C 2.7261 -1.0908 2.3083
C 3.2963 -1.4676 3.5310
H 1.9041 -4.7937 0.1589
H 2.4379 -6.4813 -1.5456
H 2.2930 -6.5795 -4.5985
H 3.9556 -6.2297 -4.1899
H 2.4197 -4.9778 -6.3440
H 4.0429 -4.5493 -5.8566
H 2.4811 -1.9038 -6.3421
H 1.3597 -0.2968 -4.8940
H -2.1090 -1.2540 -0.4353
H -3.8114 -2.9725 -0.4068
H -4.0153 -4.5664 -2.2845
H -2.4619 -4.4328 -4.1933
H -0.6981 -2.7236 -4.2426
H -1.4934 -0.5620 -4.8937
H -2.0306 1.2337 -6.4804
H -1.2886 3.5450 -6.0413
H 0.0110 4.0649 -4.0064
H 0.5474 2.2900 -2.4018
H 3.7977 -3.8820 0.6437
H 4.9307 -4.3415 2.7615
H 5.6374 -2.6346 5.1953
H 4.2539 -3.6137 5.6341
H 4.6412 -0.7918 6.3004
H 3.2016 -1.7309 6.6206
H 2.3178 1.0320 5.6053
H 1.4852 1.8603 3.4673
H 4.4980 0.8849 1.5430
H 6.6143 0.9241 0.3071
H 6.6175 1.0556 -2.1565
H 4.4773 1.1809 -3.3898
H 2.3581 1.1649 -2.1730
H 0.0913 3.1244 -0.3682
H 0.0542 5.5885 -0.2050
H 1.6163 6.7441 1.3163
H 3.2276 5.4387 2.6564
H 3.2780 3.0030 2.5070
C -3.1161 1.5004 -2.2357
P -2.3473 1.5982 -0.5957
C -2.3349 3.3820 -0.2751
C -3.7149 1.0376 0.4716
H -4.1219 1.9156 -2.1396
H -3.1919 0.4715 -2.5836
H -2.5616 2.0874 -2.9637
H -1.7378 3.9045 -1.0195
H -1.9536 3.6078 0.7188
H -3.3679 3.7263 -0.3549
H -3.8649 -0.0385 0.4211
H -4.6262 1.5285 0.1260
H -3.5429 1.3239 1.5042
Cl -3.9346 -0.6786 3.8482
Si -2.2566 0.4176 4.1086
Cl -2.6332 2.3947 4.3381
Cl -1.0723 0.2809 2.2671

Cartesian forces, eV/Å:
Mn 0.65 -0.22 -0.74
O 0.16 0.02 -0.08
S -0.29 0.39 0.15
C 0.06 -0.21 -0.15
C 0.01 0.05 -0.09
C -0.07 0.05 0.09
C 0.04 -0.03 -0.08
C -0.02 -0.01 0.00
C 0.01 0.01 0.01
C 0.05 -0.13 0.00
C -0.10 0.15 0.02
C 0.03 -0.10 -0.01
C 0.08 0.05 0.01
P 0.01 0.13 0.22
C -0.08 -0.08 -0.04
C -0.06 0.16 0.12
C 0.03 -0.03 -0.11
C -0.01 0.03 0.08
C 0.05 0.04 0.00
C -0.04 0.04 0.00
C 0.05 0.07 0.00
C 0.00 0.01 0.01
C 0.00 -0.01 0.04
C 0.02 0.03 0.02
C -0.01 -0.08 -0.01
C 0.01 -0.02 -0.07
C -0.04 -0.01 0.09
C -0.01 0.05 0.07
C 0.04 -0.01 0.08
C 0.02 -0.02 0.05
C -0.06 0.01 -0.10
C 0.02 0.03 0.07
C 0.02 0.00 0.00
C 0.00 0.00 0.00
C 0.03 -0.04 0.06
C -0.04 0.05 -0.13
C 0.02 -0.02 0.06
C 0.05 0.00 0.03
P -0.17 0.04 -0.04
C 0.00 -0.18 0.16
C 0.08 -0.06 -0.01
C 0.00 0.02 0.00
C -0.03 -0.01 -0.02
C 0.03 -0.02 0.06
C -0.04 0.09 -0.09
C 0.05 0.02 0.04
C -0.14 -0.06 -0.18
C 0.04 0.01 0.04
C -0.02 -0.05 -0.01
C -0.04 -0.03 -0.02
C -0.01 -0.01 -0.04
C -0.10 -0.04 -0.06
C 0.02 0.00 0.03
H 0.00 -0.01 0.10
H 0.02 -0.06 0.02
H 0.00 0.00 0.00
H 0.01 -0.02 -0.01
H -0.01 0.00 -0.02
H 0.01 0.00 -0.01
H 0.03 0.02 -0.06
H 0.02 0.05 -0.01
H 0.03 -0.03 -0.06
H -0.04 0.00 0.05
H -0.06 -0.05 0.00
H 0.00 -0.05 -0.05
H 0.03 -0.02 -0.03
H -0.01 -0.02 -0.01
H -0.03 -0.02 -0.05
H -0.02 0.05 -0.04
H 0.02 0.07 0.01
H 0.07 -0.02 0.06
H -0.01 -0.04 -0.05
H 0.05 -0.05 0.00
H -0.02 -0.01 0.01
H 0.01 0.01 0.00
H 0.00 -0.01 0.01
H 0.01 0.00 0.00
H -0.01 0.03 0.05
H 0.00 0.04 -0.01
H 0.00 0.02 -0.01
H 0.02 0.00 0.02
H 0.03 0.01 -0.03
H -0.01 0.01 -0.05
H -0.13 -0.01 -0.04
H 0.18 0.06 0.16
H -0.03 0.03 -0.03
H 0.00 0.07 -0.01
H 0.04 0.03 0.03
H 0.03 -0.04 0.02
C -0.11 0.04 -0.03
P -0.14 -0.17 0.02
C -0.11 0.02 0.02
C -0.07 0.07 -0.04
H 0.03 -0.02 -0.03
H -0.01 -0.01 0.02
H -0.03 -0.01 0.01
H -0.01 0.03 -0.04
H -0.01 0.00 0.02
H 0.02 0.03 0.01
H 0.02 -0.07 -0.01
H -0.01 -0.02 0.02
H 0.01 0.05 0.04
Cl 0.17 0.09 0.01
Si -0.15 0.10 -0.21
Cl 0.03 -0.18 -0.02
Cl -0.16 0.01 0.72